74
Properties=species:S:1:pos:R:3:forces:R:3:mulliken_charge:R:1 method="wB97M-V/def2-TZVPD" e_above_lowest_kj_mol=413.2 e_lumo_ev=-4.0 total_energy_ev=-99354.479 total_charge=+1 largest_force_ev_per_a=0.94 spin_multiplicity=1 orbital_gap_ev=5.94
Ta 0.952556 -0.892155 -1.064840 0.275 -0.888 -0.157 1.138
O 3.696655 -2.918361 -4.433295 0.003 -0.012 -0.007 -0.470
C 2.728469 -2.423716 -3.681831 0.020 0.054 0.026 -0.012
O 2.528221 -1.249578 -3.496313 -0.059 -0.002 0.030 -0.326
C 1.837013 -3.451982 -3.077514 0.014 0.026 -0.012 0.813
C 1.875385 -4.787451 -3.417764 -0.015 -0.030 0.004 -0.824
C 0.933856 -5.648754 -2.861531 -0.020 0.036 0.014 -0.489
C -0.018080 -5.132733 -2.003176 0.029 0.039 -0.015 -1.089
C 0.026076 -3.778252 -1.716540 -0.100 -0.105 0.102 0.757
N 0.931703 -2.949508 -2.224961 0.069 -0.050 0.130 -0.002
C -0.960755 -3.123064 -0.788009 0.037 0.054 0.072 0.036
O -1.810819 -3.698499 -0.192125 -0.040 -0.035 -0.113 -0.576
O -0.735327 -1.801356 -0.762495 0.062 0.582 0.245 -0.068
H 4.231605 -2.182436 -4.773652 0.003 -0.002 -0.004 0.415
H 2.624195 -5.138179 -4.112334 0.006 0.005 -0.001 0.606
H 0.943315 -6.701593 -3.107327 0.007 -0.003 -0.002 0.480
H -0.786893 -5.734959 -1.540225 0.001 -0.009 -0.006 0.580
C 2.690312 4.425026 1.141393 0.000 0.005 -0.011 -0.660
C 2.472099 4.391749 -0.228345 0.003 -0.002 0.008 -0.672
C 1.551361 3.503320 -0.763931 -0.015 0.034 0.006 -0.619
C 0.843709 2.653870 0.080373 -0.008 0.008 0.117 0.380
C 1.069315 2.681090 1.457707 0.016 -0.026 0.003 -0.549
C 1.990127 3.570777 1.984167 -0.004 -0.002 0.008 -0.728
P -0.288359 1.426498 -0.571736 0.074 0.017 -0.399 2.277
C -1.960617 1.813652 -0.017124 0.056 -0.101 0.090 1.000
C -2.230898 2.958969 0.720815 -0.006 0.017 0.034 -0.880
C -3.544078 3.259424 1.060056 0.007 -0.008 0.011 -0.656
C -4.574867 2.422040 0.662817 -0.004 -0.017 -0.011 -0.600
C -4.300465 1.280003 -0.081093 0.008 0.005 0.008 -0.641
C -2.995780 0.972413 -0.418519 -0.028 -0.013 -0.030 -0.105
C -0.384683 1.460015 -2.352920 -0.005 -0.026 0.062 -0.431
C -0.962531 2.358730 -3.243996 0.018 0.031 0.004 -0.677
C -1.058444 1.981358 -4.568412 -0.007 -0.005 -0.025 -0.806
C -0.611442 0.721337 -4.974980 0.003 -0.021 0.004 -0.932
C -0.041691 -0.162527 -4.076974 -0.114 0.052 0.039 -0.609
C 0.084076 0.201497 -2.726434 0.165 0.082 -0.446 1.163
H 3.412779 5.116349 1.554548 0.000 0.002 0.002 0.416
H 3.021175 5.055324 -0.882761 0.004 0.003 0.001 0.437
H 1.391803 3.469417 -1.834497 -0.003 -0.015 0.000 0.382
H 0.534572 1.997768 2.109003 -0.010 0.003 -0.003 0.557
H 2.167098 3.593175 3.051149 0.007 0.000 0.001 0.462
H -1.431240 3.619705 1.028770 0.004 -0.010 -0.006 0.391
H -3.756809 4.154408 1.629921 -0.009 0.002 -0.001 0.456
H -5.596665 2.659002 0.928401 0.000 0.003 0.004 0.418
H -5.103324 0.623106 -0.387060 -0.006 0.001 0.004 0.449
H -2.781061 0.068667 -0.977013 0.014 0.011 0.002 0.260
H -1.344950 3.313227 -2.903873 0.003 0.004 -0.001 0.565
H -1.500434 2.649887 -5.295317 0.000 0.011 0.006 0.453
H -0.718058 0.434375 -6.013402 0.000 -0.006 0.000 0.444
H 0.283709 -1.129611 -4.432347 0.001 -0.011 -0.011 0.394
S -1.683026 -0.778250 2.139113 0.070 -0.169 -0.010 -0.074
C -1.974218 -0.483829 3.759658 0.011 0.071 0.132 -0.035
N -1.759629 -1.468267 4.683304 0.029 0.018 -0.057 0.024
C -1.946378 -1.343419 6.020980 -0.009 0.006 0.008 -0.303
C -2.386345 -0.171550 6.542067 0.010 -0.032 -0.015 -0.662
C -2.642382 0.891434 5.645140 -0.008 0.005 0.012 -0.259
C -2.447672 0.743278 4.304484 -0.006 -0.003 -0.006 -0.520
H -1.431264 -2.346110 4.302994 0.000 -0.005 0.002 0.251
H -1.724226 -2.221257 6.609507 -0.008 0.012 0.022 0.414
H -2.536099 -0.068602 7.605100 -0.001 0.002 0.003 0.413
H -3.001219 1.836885 6.031291 0.000 0.001 0.003 0.422
H -2.647961 1.546773 3.610250 0.005 -0.002 -0.013 0.350
O 3.067977 -1.655260 -0.870181 -0.096 -0.095 0.027 -0.750
Cl 3.805165 -0.345881 -0.998810 -0.711 0.358 -0.236 2.022
O 4.758370 -0.398897 -2.022232 0.211 -0.154 -0.044 -0.607
O 4.300234 0.068464 0.240906 0.161 -0.019 0.186 -0.576
O 2.635576 0.501003 -1.421786 0.098 0.356 0.084 -0.695
F 3.199631 -1.086660 3.003924 -0.003 -0.032 -0.013 -0.246
C 1.915738 -1.457695 2.961862 0.047 -0.032 -0.015 0.575
F 1.205140 -0.575830 3.662203 0.036 0.036 -0.014 -0.175
F 1.796051 -2.652699 3.529426 -0.047 -0.001 0.019 -0.262
C 1.474969 -1.516146 1.485166 -0.046 -0.114 0.004 0.368
O 1.253435 -2.566798 0.903816 0.092 -0.087 -0.112 -0.595
O 1.445214 -0.382151 0.867365 -0.293 0.191 0.259 -0.387



8
Properties=species:S:1:pos:R:3:forces:R:3:nbo_charge:R:1 method="wB97M-V/def2-TZVPD" e_above_lowest_kj_mol=206.5 e_lumo_ev=0.0 total_energy_ev=-9283.386 largest_force_ev_per_a=1.86 spin_multiplicity=1 orbital_gap_ev=8.53
O -2.347042 0.714566 0.972787 0.944 -0.198 0.108 -0.441
C -1.244119 0.493207 1.069484 -1.784 0.399 0.348 0.489
C 0.082621 0.297516 -1.047538 -0.028 0.334 -0.772 0.575
O -0.650619 0.962835 -1.687032 0.587 -0.471 0.528 -0.465
C 0.948373 -0.503087 -0.451103 -0.134 -0.088 -0.397 -0.179
O 1.284597 -0.540957 0.876599 -0.047 0.187 0.166 -0.686
H 0.516288 -0.177587 1.353931 0.486 -0.174 0.019 0.473
H 1.409901 -1.246492 -1.087125 -0.024 0.012 0.000 0.233



16
Properties=species:S:1:pos:R:3:forces:R:3:nbo_charge:R:1 method="wB97M-V/def2-TZVPD" e_above_lowest_kj_mol=21.6 e_lumo_ev=0.6 total_energy_ev=-17982.519 largest_force_ev_per_a=4.23 smiles="CC(=O)[C@](N)(O)C(F)(F)F" spin_multiplicity=1 orbital_gap_ev=10.55
C -0.311565 0.884380 0.036429 -0.525 1.323 -1.069 0.583
C -1.203228 0.636373 1.223657 1.965 -1.447 1.263 -0.725
C 0.701863 -0.247101 -0.447480 0.106 2.205 0.442 0.229
C 2.087000 0.234274 0.118390 1.708 -0.980 -1.474 0.936
N 0.784438 -0.343073 -1.858832 2.313 -3.534 0.180 -0.841
O -0.456212 1.922494 -0.589690 0.808 -1.344 0.189 -0.531
O 0.315903 -1.389312 0.231120 0.201 -2.661 -0.959 -0.710
F 2.124436 0.643042 1.350227 -0.689 0.479 1.446 -0.300
F 2.885021 -0.871155 0.061776 0.194 0.150 -0.190 -0.345
F 2.742003 1.202269 -0.611732 -1.156 -0.858 0.254 -0.331
H -0.785407 -0.252739 1.845933 -1.233 1.603 -1.020 0.248
H -1.302631 1.544731 1.833471 0.092 -0.287 -0.339 0.247
H -2.133009 0.430995 0.728427 -0.776 -0.472 0.250 0.249
H 1.718905 -0.687257 -2.269272 -1.971 0.776 1.285 0.390
H 0.508148 0.435493 -2.336628 -0.996 2.583 -1.235 0.393
H 0.436930 -2.254924 -0.301950 -0.042 2.464 0.978 0.509